93
Properties=species:S:1:pos:R:3:forces:R:3 method="wB97M-V/def2-TZVPD" multiplicity=4 homo_ha="-0.54937 / -0.54890" e_above_lowest_kj_mol=0.0 total_charge=+3 e_lumo_ev="-9.22 / -10.06" gap_ha="0.210 / 0.179"
Re -0.09207 -0.35624 0.08957 -0.5 -0.2 0.1
As -1.68642 1.42238 -0.96618 0.2 0.1 -0.1
As 0.88734 1.76380 1.07584 0.0 -0.2 0.1
S 2.15183 -4.30713 1.33515 0.0 0.0 0.0
S -4.04431 -1.89052 1.85134 0.0 0.0 0.0
S -0.38275 -3.35048 2.45706 0.0 0.1 0.0
O 1.42198 -0.27965 -1.13268 -0.1 0.0 -0.2
O 2.68676 0.51510 -3.39092 0.0 0.0 0.1
N -1.83723 -0.93920 1.08149 0.1 0.1 0.2
N 1.05168 -2.04334 0.57040 0.2 0.1 0.1
N -2.46103 -0.16809 3.20942 0.0 0.0 0.0
N 2.27718 -2.11461 -0.11164 0.0 0.0 0.0
N -2.26560 -1.74453 0.04912 0.3 0.1 -0.1
C 3.14291 2.34410 -0.54237 0.0 0.0 0.0
C -3.39978 -2.30133 0.27398 0.0 0.0 0.0
C 4.92638 -0.11087 -3.58938 0.0 0.0 0.0
C -5.39790 0.17171 -2.35611 0.0 0.0 0.0
C -4.12586 -3.19508 -0.66952 0.0 0.0 0.0
C 5.03134 1.74614 1.41956 0.0 0.0 0.0
C 0.93092 0.36672 3.56229 0.0 0.0 0.0
C 4.49391 2.44194 -0.82781 0.0 0.0 0.0
C -1.40565 3.27961 -3.13945 0.0 0.0 0.0
C -0.00408 -5.10310 2.76806 0.0 0.0 0.0
C -3.54733 0.98637 -1.06510 0.0 -0.1 0.0
C -1.53939 2.98993 0.18534 0.0 0.0 0.0
C -4.37156 1.13715 0.04652 0.0 0.0 0.0
C -0.11340 1.47263 -4.82513 0.0 0.0 0.0
C -6.22710 0.32692 -1.25190 0.0 0.0 0.0
C -4.40912 -4.57501 -0.07210 0.0 0.0 0.0
C -0.31968 2.36700 5.04328 0.0 0.0 0.0
C 2.43691 -1.15839 -0.95589 0.0 -0.1 -0.1
C -4.05290 0.50038 -2.26785 0.0 0.0 0.0
C 0.54312 1.56260 2.95030 0.0 0.0 0.0
C 5.98383 -1.59682 -2.00866 0.0 0.0 0.0
C 3.65437 -0.99548 -1.73420 0.0 0.0 0.0
C -5.71695 0.80908 -0.05331 0.0 0.0 0.0
C 6.03727 -0.80491 -3.15801 0.0 0.0 0.0
C -2.66299 -0.89330 2.11446 -0.1 -0.1 -0.1
C -0.48246 1.08018 -3.54624 0.0 0.0 0.0
C 3.72977 -0.18994 -2.88293 -0.1 0.0 0.0
C -0.08585 2.56224 3.68766 0.0 0.0 0.0
C 2.74779 1.94760 0.73427 0.0 0.0 0.0
C 3.68108 1.64883 1.72304 0.0 0.0 0.0
C -0.06969 3.31179 0.39595 0.0 0.0 0.0
C 1.49939 -5.25201 2.74248 0.0 0.0 0.0
C 5.43357 2.13822 0.15012 0.0 0.0 0.0
C -1.12084 1.98631 -2.70379 0.0 0.1 0.0
C -1.03053 3.66428 -4.41715 0.0 0.0 0.0
C 0.07246 1.18325 5.65590 0.0 0.0 0.0
C 0.93463 -3.10564 1.37022 0.0 0.0 -0.1
C 0.69773 0.18369 4.91809 0.0 0.0 0.0
C 4.80297 -1.69216 -1.31417 0.0 0.0 0.0
C -0.38281 2.76426 -5.25481 0.0 0.0 0.0
H -1.93247 3.98441 -2.50779 0.0 0.0 0.0
H -7.27951 0.08838 -1.33117 0.0 0.0 0.0
H -5.04405 -4.51074 0.81304 0.0 0.0 0.0
H 0.09037 4.12995 1.09955 0.0 0.0 0.0
H 5.76888 1.52380 2.17877 0.0 0.0 0.0
H 1.01522 -0.73064 5.40199 0.0 0.0 0.0
H 4.95427 0.49922 -4.48209 0.0 0.0 0.0
H 2.41808 2.56740 -1.31714 0.0 0.0 0.0
H -0.28682 0.06282 -3.22293 0.0 0.0 0.0
H -3.41337 0.39840 -3.13679 0.0 0.0 0.0
H -0.79581 3.14644 5.62304 0.0 0.0 0.0
H 1.43231 -0.41092 2.99289 0.0 0.0 0.0
H -2.04445 2.77108 1.12712 0.0 0.0 0.0
H -5.06134 -2.70233 -0.94964 0.0 0.0 0.0
H -0.48854 -5.69421 1.99261 0.0 0.0 0.0
H -3.51559 -3.26914 -1.56973 0.0 0.0 0.0
H -6.37141 0.94926 0.79710 0.0 0.0 0.0
H -5.80246 -0.18897 -3.29245 0.0 0.0 0.0
H 1.96519 -4.87372 3.65167 0.0 0.0 0.0
H 6.95899 -0.73257 -3.72016 0.0 0.0 0.0
H -0.38219 3.49738 3.22910 0.0 0.0 0.0
H -0.09190 3.07186 -6.25027 0.0 0.0 0.0
H 4.74009 -2.30146 -0.42391 0.0 0.0 0.0
H 6.48824 2.21499 -0.07818 0.0 0.0 0.0
H 3.37257 1.36032 2.71918 0.0 0.0 0.0
H 6.85971 -2.13297 -1.67270 0.0 0.0 0.0
H -2.06545 3.81884 -0.28763 0.0 0.0 0.0
H -0.42547 -5.36059 3.73843 0.0 0.0 0.0
H -4.92922 -5.19110 -0.80218 0.0 0.0 0.0
H -3.98889 1.52875 0.98241 0.0 0.0 0.0
H 1.79240 -6.29153 2.60114 0.0 0.0 0.0
H -3.10810 -0.20866 3.98065 0.0 0.0 0.0
H -3.48307 -5.08178 0.20002 0.0 0.0 0.0
H -0.09913 1.04374 6.71509 0.0 0.0 0.0
H 0.38849 0.77270 -5.47857 0.0 0.0 0.0
H -1.25125 4.66508 -4.76296 0.0 0.0 0.0
H 4.81252 2.75261 -1.81346 0.0 0.0 0.0
H -1.56903 0.28548 3.36670 0.0 0.0 0.0
H 1.92745 0.45630 -2.79633 0.1 0.0 -0.1
H 0.42295 3.58572 -0.53809 0.0 0.0 0.0